C35H52AsCeOP3S as an isolated structure in a non-equilibrium geometry, computed with wB97M-V/def2-TZVPD.

Summary:
Gap between HOMO and LUMO (spin up / spin down) (eV): 6.382 / 5.616
2S+1: 2
Net charge: +3
<S²>: 0.833
HOMO level (spin up / spin down) (eV): -16.19 / -16.19
Energy (eV): -151628.9191

Structure (XYZ):
```
94
Properties=species:S:1:pos:R:3:forces:R:3:lowdin_charge:R:1
As 0.80015 2.72357 1.17836 -0.3 0.1 -0.1 1.34
H -4.20740 -1.54199 -6.13038 0.3 0.0 0.0 0.13
P -1.49749 -1.54678 1.53266 -0.7 0.0 1.3 0.76
C 2.48201 5.12948 -1.82491 0.0 -0.1 -0.1 -0.06
C -0.38667 -1.93414 -5.52323 0.3 -0.7 -0.7 -0.06
H 1.97826 0.09316 5.31465 0.2 0.3 -0.3 0.12
H 0.69971 -3.62860 -3.00249 0.1 -0.3 0.2 0.01
H 0.99682 -5.00320 0.85085 -0.3 -0.1 0.0 0.03
S -0.57342 -1.29217 -2.99189 -0.2 0.7 -0.5 0.84
H -3.60624 -2.61851 0.95270 0.1 -0.1 0.3 0.05
H -3.36484 -2.58712 2.72414 0.3 0.0 -0.4 0.07
H 0.30093 -5.27015 -2.41764 0.3 0.2 0.0 0.07
H -5.06918 1.02223 -2.84766 0.6 0.2 0.8 0.07
C 3.55436 -0.63277 0.83318 0.1 0.2 0.2 -0.25
C -1.21941 -1.44718 -4.50647 -0.9 0.6 -1.2 -0.59
C 1.49518 1.21695 3.53610 0.0 -0.1 0.0 -0.13
H 3.13097 7.19004 -1.70137 -0.1 -0.2 0.1 0.12
H 5.22484 2.34361 3.56014 -0.4 -0.1 0.0 0.13
C 2.36115 0.75643 4.53063 0.2 0.0 0.1 -0.05
H 3.32025 -2.57663 -2.43907 0.2 0.2 0.2 0.04
C 0.74437 -4.30266 -2.13861 0.0 -0.1 0.0 -0.25
Ce 0.09864 -0.55990 -0.79431 1.6 -1.6 5.6 0.40
C -2.59166 -1.20348 -4.75135 -0.5 -0.9 -0.7 -0.03
H -0.31270 -2.87886 -7.43743 -0.2 0.1 0.0 0.13
H 2.43846 7.44250 0.68311 0.0 0.0 0.0 0.12
C -4.66810 0.95091 -0.73925 -0.5 -0.2 0.0 -0.07
H 0.68946 -2.00556 -5.33270 -0.4 -0.1 -0.2 0.12
C 1.54600 4.18564 0.19300 0.3 0.3 -0.4 -0.32
C -2.29935 -0.10594 2.33429 0.0 0.2 0.1 -0.24
C -0.95912 -2.41253 -6.69936 0.7 0.3 0.5 -0.02
H -1.58297 0.70602 2.51518 -0.2 -0.2 -0.1 0.02
C -4.39105 1.28379 -2.00067 -0.2 -0.7 -0.3 -0.07
C -1.07247 3.49963 3.25197 0.5 -0.2 -0.1 -0.09
H 0.16714 -3.04206 2.55499 -0.2 0.3 0.1 0.03
C 3.75736 -1.91029 -1.68143 -0.3 0.1 -0.1 -0.23
H 2.62962 -3.47143 1.58783 0.2 -0.1 -0.1 0.05
H 3.14657 -0.62291 1.84931 0.0 0.0 -0.1 0.04
H -3.09328 0.28306 1.68487 0.2 -0.1 0.2 0.03
H -1.85961 3.16559 -0.06644 -0.2 0.1 0.5 0.11
O 0.51633 1.37879 0.10300 0.1 0.0 0.1 -0.65
H 3.45947 0.37961 0.42652 0.0 -0.1 0.0 0.05
H -4.09836 3.79565 0.82055 0.5 0.0 0.5 0.12
C -2.33293 -2.28586 -6.89911 0.1 -0.5 -0.6 0.00
P -0.24643 -3.62361 -0.73965 -0.2 -0.7 -0.7 0.72
C 4.17886 2.02918 3.55189 0.1 -0.1 0.2 -0.04
H 0.43671 0.92007 3.53889 0.5 0.1 0.1 0.09
C -1.92584 -4.02632 -1.36435 -0.1 0.1 0.0 -0.24
H -3.19865 -0.72765 -3.98590 0.0 -0.2 -0.1 0.11
C -3.41845 3.95659 2.87458 0.0 0.0 0.2 -0.04
H 3.85573 -0.90317 -2.11201 0.0 -0.3 0.0 0.06
C 3.71225 1.15430 4.54364 -0.7 0.2 -0.6 -0.03
H 2.77583 5.01895 -2.87364 -0.1 0.0 0.4 0.12
H -0.70884 -4.83855 1.33720 0.2 -0.1 -0.2 0.03
C -0.91539 3.21134 1.88732 -0.2 0.3 0.2 -0.33
C -2.86911 -2.76768 1.75534 -0.1 0.0 -0.4 -0.24
H -2.28736 -3.23549 -2.02937 -0.1 -0.2 0.1 0.02
H -0.26820 -5.92996 -0.00648 0.0 0.3 0.1 0.08
H -5.58025 0.38351 -0.46928 0.6 0.6 -0.2 0.07
C 2.29255 6.50057 0.17213 -0.1 -0.8 -0.5 -0.03
H 4.37617 0.79256 5.32311 -0.1 0.1 -0.1 0.12
H 4.22567 -3.39392 0.78937 -0.3 0.1 -0.1 0.08
C 3.32058 2.50879 2.56033 -0.5 -0.3 0.1 -0.08
H -2.45131 4.06080 4.81228 0.1 -0.1 -0.7 0.13
H -4.40821 4.23242 3.26487 0.5 -0.1 -0.2 0.13
H -2.51701 -3.80982 1.72383 -0.1 0.4 0.0 0.04
C -0.32596 -2.10381 2.84995 0.2 0.1 -0.2 -0.23
C -3.24405 3.71125 1.51355 -0.5 0.0 -0.5 -0.07
H 4.61567 -0.90457 0.88128 -0.2 0.1 0.0 0.07
C -3.13998 -1.66699 -5.95521 -0.2 0.8 1.2 -0.02
H 0.44909 -1.34033 3.00932 -0.2 -0.2 0.0 0.02
H -0.51076 0.43267 -2.03732 -1.3 1.4 -3.5 -0.08
H -2.63305 -4.14359 -0.53376 0.2 0.0 -0.3 0.04
H -0.20546 3.43912 3.92794 -0.5 0.0 -0.3 0.11
H 1.79463 -4.44883 -1.85592 -0.3 0.0 -0.1 0.04
H -2.74462 -0.41563 3.29120 0.1 0.1 -0.2 0.07
H -4.03073 1.27183 0.09190 -0.1 -0.2 -0.4 0.01
C 1.71677 5.41421 0.85060 0.2 0.2 -0.1 -0.08
C 1.91533 4.04207 -1.15319 0.0 0.1 0.3 -0.09
C -0.03629 -4.97301 0.48468 0.2 0.1 0.2 -0.23
C 2.68175 6.35180 -1.17629 -0.4 -0.3 0.8 -0.03
P 2.66075 -1.83795 -0.20160 1.6 -0.1 -0.3 0.74
H 2.88197 -4.27744 0.01532 0.1 0.2 0.1 0.04
H 1.40918 5.52999 1.89091 0.1 0.0 -0.2 0.12
H 1.75672 3.08484 -1.65337 0.1 0.3 0.0 0.09
H -0.87541 -2.26195 3.79062 0.2 0.0 -0.3 0.08
C 3.13878 -3.39991 0.61997 -0.3 -0.1 0.2 -0.24
H 4.75096 -2.28304 -1.38957 -0.3 0.2 -0.1 0.07
H -2.77429 -2.68953 -7.81849 0.2 0.2 0.4 0.14
H 3.67631 3.20547 1.80588 0.0 -0.1 0.1 0.11
H -1.86281 -4.96601 -1.92760 -0.2 0.2 0.2 0.07
H -3.44324 1.75832 -2.25610 -0.3 0.2 0.0 0.04
C -2.32732 3.85671 3.73715 -0.1 0.1 0.5 -0.05
C 1.97642 2.08170 2.54456 0.5 0.3 0.2 -0.32
C -2.00147 3.35372 1.00719 0.5 -0.3 -0.1 -0.10
```
Forces are in eV/Å.

C35H52BrIrN3OP2 as an isolated structure in a non-equilibrium geometry, computed with wB97M-V/def2-TZVPD.

Summary:
Gap between HOMO and LUMO (spin up / spin down) (eV): 6.184 / 4.172
2S+1: 6
Net charge: +4
<S²>: 8.831
HOMO level (spin up / spin down) (eV): -16.81 / -18.11
Energy (eV): -135066.6238

Structure (XYZ):
```
95
Properties=species:S:1:pos:R:3:forces:R:3:lowdin_charge:R:1
H -0.95805 2.77755 5.37015 0.6 -0.4 -0.3 0.17
C -0.19101 0.10113 5.63608 1.9 -0.5 -0.4 -0.15
C 0.42198 5.39078 -3.92673 0.1 -0.2 0.1 0.03
Ir 0.78145 1.52764 -1.91866 -0.7 3.0 1.2 1.08
H -0.31131 2.89284 -6.18369 -0.3 0.5 0.2 0.14
H 0.40617 0.13592 6.55252 -0.1 0.0 0.0 0.15
O -0.24327 -0.05021 2.94578 0.7 1.8 1.7 0.17
H 3.43630 4.10580 1.88294 0.0 -0.4 -0.3 0.14
H -0.19759 -4.62678 -4.33833 0.3 -0.1 -0.1 0.08
C 2.09852 2.68278 2.75904 -1.0 -0.1 -0.7 0.04
H 0.03121 -0.81570 5.09307 0.0 -0.1 0.2 0.14
P -1.55731 -2.38344 -4.18001 -1.0 -0.5 2.2 1.24
N -0.56403 6.24656 -5.94478 1.1 -3.2 2.0 0.29
H -2.89088 -0.39316 -4.10224 0.4 -0.3 -0.1 0.10
N 0.35811 1.18795 4.78747 -3.0 0.3 1.8 0.11
C -2.86756 -0.94479 -6.21681 0.3 -0.2 -0.2 -0.11
H -2.87153 -1.90714 -2.23163 0.0 -0.4 -0.4 0.06
C -1.54241 1.31680 -2.16404 -0.5 -0.9 -1.6 -0.37
H 0.63806 3.28795 4.68004 -0.6 -0.5 0.3 0.12
H -0.37364 1.34081 0.77947 0.2 -0.5 0.6 0.12
C -0.09230 2.89344 -3.49770 0.5 1.1 -1.3 -0.09
C -3.68228 0.33276 -0.48331 3.4 0.6 -0.8 -0.66
H -0.20268 -2.47520 -2.14496 0.1 -0.2 -0.8 0.08
H -1.90922 1.15090 6.42734 0.0 -0.4 0.0 0.09
C -0.29318 3.87529 -5.70003 -0.1 1.2 0.5 0.03
Br -5.30597 -0.54738 -0.19997 0.6 0.1 0.6 0.88
H 0.02257 2.23174 7.52364 0.5 0.2 -0.4 0.10
H 1.71569 2.20462 6.84406 -0.6 0.3 0.0 0.11
H 3.48511 -2.49168 -0.18895 -0.4 -0.1 -0.1 0.07
H 2.09464 -2.98778 0.78767 0.1 0.1 -0.2 0.09
H -2.25662 0.08068 5.02925 0.2 0.0 0.4 0.10
C -0.58313 1.67632 -3.30942 -0.7 0.2 1.7 -0.26
H -1.29660 -0.07570 -4.90993 -0.5 -0.5 0.0 0.07
H 1.27360 -4.51410 -3.36817 -0.2 0.1 0.0 0.09
C 2.38836 -2.49026 -0.14473 0.0 -0.3 0.0 -0.11
C -0.01102 6.43338 -4.74471 0.3 1.8 0.3 -0.04
H 4.97867 -0.89476 -0.01109 0.0 0.1 0.0 0.07
H 1.97374 -3.11158 -0.95929 0.3 0.4 0.2 0.07
H 4.28595 1.45159 -1.90279 -0.1 -0.1 0.3 0.09
H -1.91476 -0.62807 6.64095 0.1 0.3 -0.3 0.12
C 0.13845 2.55057 5.34038 1.2 0.5 0.0 -0.14
C 0.70943 2.66992 6.77074 -0.1 0.0 0.3 -0.03
C 0.28946 0.96518 3.41743 0.1 -1.3 -3.1 -0.30
C 2.68654 3.33915 1.67764 0.1 0.8 0.0 0.01
H 6.08820 0.35812 -0.54403 -0.2 -0.1 -0.2 0.10
C -1.39104 0.04499 -1.54208 -1.7 0.6 0.0 -0.16
H -4.63227 -2.87110 -3.86932 0.1 -0.1 0.2 0.08
C 0.20519 -4.28747 -3.38078 -0.4 -0.7 -0.1 -0.12
H 0.71323 -1.11095 -0.15713 0.4 0.1 -0.1 0.05
H -3.90299 -4.48436 -3.66794 0.2 0.4 0.1 0.09
C 0.11974 4.05030 -4.32369 -0.9 -1.1 -0.2 -0.19
H -2.16988 -1.33368 -6.99206 -0.5 0.2 0.6 0.09
H 3.95284 1.43387 -0.15846 -0.1 -0.2 -0.4 0.06
C 2.54848 -0.77086 -3.06795 -0.2 -0.5 0.2 -0.41
H 0.97678 5.64513 -2.99400 -0.8 -0.2 -0.8 0.15
N 1.31064 2.20141 0.07903 -0.9 1.1 0.7 -0.13
C 0.55877 1.78292 1.12157 0.4 -0.3 -0.5 -0.04
P 2.37259 0.12072 -1.47250 1.8 -2.6 0.3 0.81
C 0.96905 1.89926 2.46027 0.0 0.0 -0.5 -0.09
H 3.31425 -0.67534 -5.05786 0.0 0.3 0.1 0.09
H -2.68664 3.11303 -2.38666 -0.2 -0.8 1.1 0.14
C -0.69232 5.00235 -6.42087 -0.4 -0.1 -1.2 -0.02
H 2.83831 -1.82351 -2.86303 -0.2 0.5 -0.2 0.10
H 2.37764 2.82049 3.80704 0.5 0.0 -0.6 0.14
C -2.15455 -0.78299 -4.83080 0.2 0.6 -0.8 -0.36
H 0.80303 3.74604 6.99565 0.0 -0.5 -0.1 0.11
C 3.46781 -0.14388 -4.11022 0.2 -0.1 0.0 -0.12
C -1.66160 0.19191 5.95066 -1.1 0.5 -0.1 -0.02
H 4.52814 -0.27119 -3.86762 -0.2 0.2 0.0 0.08
H -2.16757 -3.55452 -2.14822 -0.1 0.4 -0.3 0.10
H -0.28584 -4.91099 -2.63424 0.0 0.1 0.1 0.09
C -2.64134 2.14806 -1.81573 -1.0 0.4 0.4 -0.01
C -0.04988 -2.78816 -3.20232 1.6 1.0 -1.1 -0.40
H -4.59795 2.35174 -0.83745 0.8 -0.9 -0.3 0.14
H -1.11761 4.88147 -7.40764 0.0 0.1 -0.2 0.15
C -3.71586 1.68154 -1.00452 1.0 0.4 -1.1 -0.06
C -4.03020 -3.49823 -3.19777 -0.5 -0.1 0.0 -0.11
C -2.35020 -0.29598 -0.50619 -2.1 0.4 -0.3 -0.09
C 4.04587 0.79140 -1.04916 -0.4 0.6 0.0 -0.36
C 2.27623 3.09978 0.35036 0.6 -0.8 0.8 -0.09
H 2.06338 -0.60034 0.84338 0.0 0.0 -0.4 0.08
H 5.39918 -0.78667 -1.71417 0.0 0.1 0.1 0.08
H 2.79479 3.51126 -0.51954 -0.1 0.1 0.5 0.13
H 3.22024 0.91910 -4.22640 0.2 -0.2 -0.2 0.07
H -3.75107 -1.60296 -6.14257 0.5 0.2 0.0 0.08
C 1.81830 -1.07345 -0.12608 0.0 0.3 -0.1 -0.35
H -2.12382 -1.16152 0.11741 -0.6 -0.2 -0.5 0.11
C -2.70453 -2.84163 -2.80141 -0.5 -0.9 -0.5 -0.36
H 0.84390 -2.27405 -3.63109 -1.1 -0.4 0.5 0.05
H -3.22784 0.03628 -6.55936 0.2 -0.3 0.2 0.09
H -1.15544 -0.84439 -2.16499 1.1 1.1 1.0 0.06
H 0.11201 7.47217 -4.42555 0.0 -0.3 0.0 0.16
H 1.51730 -0.70852 -3.47745 0.7 -0.2 0.4 0.03
C 5.18212 -0.19399 -0.82094 0.2 -0.4 -0.1 -0.10
H -4.60541 -3.67810 -2.28289 0.0 0.1 -0.2 0.09
```
Forces are in eV/Å.

C35H52BrN4PdSSi as an isolated structure in a non-equilibrium geometry, computed with wB97M-V/def2-TZVPD.

Summary:
Gap between HOMO and LUMO (spin up / spin down) (eV): 5.045 / 5.044
2S+1: 1
Net charge: -1
HOMO level (spin up / spin down) (eV): -2.64 / -2.64
Energy (eV): -135336.8826

Structure (XYZ):
```
95
Properties=species:S:1:pos:R:3:forces:R:3:lowdin_charge:R:1
C -3.22771 3.66933 2.95830 -0.1 0.1 0.0 -0.07
C -1.89894 -2.87605 -3.62814 0.0 0.1 -0.1 -0.09
C 2.69414 4.13818 -1.60769 -0.2 -0.1 0.1 -0.14
N -3.16537 1.72188 1.50877 0.1 0.0 0.2 -0.25
C -0.17507 -2.45908 3.13710 0.0 0.0 0.1 -0.11
H -1.79216 3.39093 -2.96887 0.0 0.0 0.0 0.09
N -3.47275 -0.08819 -1.75434 0.3 -0.7 -0.1 -0.08
H -1.79666 6.69817 2.66177 0.0 0.0 0.0 0.09
H -1.76010 1.91634 -3.94808 0.1 0.1 0.0 0.05
C -2.29400 -2.52699 -4.93141 0.1 -0.1 0.1 -0.11
H 3.03658 -4.81870 1.49833 0.0 0.0 -0.1 0.06
H -0.32802 -2.45549 4.22522 0.0 0.0 -0.1 0.09
H 3.23756 -3.07012 3.46388 -0.1 0.0 0.0 0.07
H -5.22983 1.88307 2.05865 0.0 0.0 0.0 0.07
H -3.36672 5.45401 4.16892 0.0 0.0 0.0 0.08
C 2.82857 -4.68572 0.43341 0.0 -0.1 0.0 -0.09
H -1.98095 -3.13726 -5.76886 0.0 0.0 0.0 0.09
H 3.07065 5.03844 0.30901 0.0 0.0 0.0 0.09
H -4.77314 2.52748 0.46948 0.0 0.0 0.0 0.08
C 3.60010 -1.32124 -0.94176 0.1 0.1 -0.1 -0.11
C 0.34236 -4.60154 0.65519 0.0 -0.1 -0.1 -0.11
H -3.39521 0.79385 3.41994 0.0 0.0 0.0 0.08
H 2.68074 -5.68606 0.00228 0.0 0.1 0.0 0.08
C 0.15025 3.39771 -0.46343 0.0 0.0 0.0 -0.24
C 1.57603 -3.83510 0.15473 0.0 -0.1 -0.1 -0.62
H -4.84003 0.76831 0.72377 0.0 0.0 0.0 0.07
C -2.27415 -2.10082 -2.55248 0.0 -0.1 0.0 -0.05
C 3.29149 -1.16883 0.55625 0.1 0.1 0.0 -0.62
H -3.36177 -1.13536 -6.16449 0.0 0.0 0.0 0.10
H 2.01319 3.03020 -3.31139 0.0 0.0 0.0 0.10
C -2.83679 0.68927 2.47252 0.2 0.1 -0.1 -0.12
C 1.31135 -2.15898 2.86230 -0.1 -0.1 0.1 -0.63
H 1.18896 0.55241 -2.37322 0.0 0.0 0.0 0.05
C -1.66266 3.65948 1.06500 0.0 0.0 0.0 -0.23
C -2.66991 3.02650 1.86231 0.1 0.1 -0.1 -0.21
C 0.56176 2.96220 -1.75860 0.0 -0.1 -0.2 -0.21
H 1.22949 -0.81047 4.53396 0.0 0.0 -0.1 0.09
H 1.03340 1.24281 -4.00559 0.0 0.0 0.0 0.07
S -4.39816 0.81792 -4.00981 -0.2 0.1 -0.2 0.99
H 1.95553 -3.12977 4.67509 0.0 0.0 -0.1 0.08
H 1.31752 -4.75147 -1.77495 0.0 0.1 0.0 0.09
C -1.13660 2.67956 -3.47152 -0.1 0.0 0.2 -0.10
H 4.07425 0.82946 0.40260 -0.1 0.0 0.0 0.09
H 0.24711 -5.52687 0.07053 0.0 0.1 0.1 0.08
H 2.24585 -3.25615 -1.87531 0.0 0.0 0.0 0.06
Si 1.67626 -2.11055 0.99047 0.2 0.2 -0.1 0.44
H 2.31204 0.80016 0.30754 0.0 0.0 0.0 0.05
N -0.26893 2.04356 -2.49637 0.3 -0.1 -0.1 -0.25
H 3.11291 0.61067 1.85958 0.0 0.0 0.0 0.06
H 0.94459 4.39109 1.27542 0.0 0.0 0.0 0.09
H 1.04561 0.01928 2.98406 0.0 -0.1 0.0 0.08
C -2.91731 4.97930 3.30612 0.1 -0.1 -0.1 -0.14
H 0.50810 -3.18048 -1.64728 0.0 0.0 0.0 0.04
C -1.44020 5.02637 1.39214 -0.1 0.0 0.1 -0.06
Br 0.04676 -0.85779 0.10521 0.0 -0.2 0.0 0.63
H 2.64090 -0.52701 3.51723 0.0 -0.1 0.0 0.06
N -1.06525 3.00700 0.02620 0.1 -0.1 0.1 0.03
C 1.14350 4.12604 0.24756 0.0 0.0 -0.1 -0.06
C 2.36465 4.48526 -0.30214 -0.1 -0.1 0.0 -0.13
H -1.28084 -3.75152 -3.46903 0.0 0.0 0.0 0.09
H -3.05054 -0.29540 2.04935 0.0 0.0 0.0 0.07
H -4.65770 1.64086 -1.69033 0.0 -0.1 -0.1 0.05
H 3.63478 4.43234 -2.05603 0.0 0.0 0.0 0.08
C -3.06690 -1.40764 -5.15825 -0.1 0.1 0.1 -0.10
H -0.57998 -4.02971 0.51810 0.1 0.0 0.0 0.08
C 4.50560 -1.68470 1.34827 0.1 0.1 -0.1 -0.09
H 5.39763 -1.13208 1.02148 -0.1 -0.1 0.0 0.09
C -2.03177 5.65579 2.47451 0.0 0.0 -0.1 -0.13
H -1.95525 -2.31987 -1.54178 0.0 0.0 0.0 0.07
H 2.75990 -1.01660 -1.57259 0.0 0.0 0.1 0.06
H -3.96000 3.12334 3.54515 0.0 0.0 0.0 0.10
H -0.78290 5.60102 0.75571 0.0 0.0 0.0 0.09
C 1.40748 -3.73205 -1.37286 0.0 -0.1 0.0 -0.11
C -4.18405 0.86752 -2.27815 0.2 0.3 0.2 -0.48
C 1.58262 -0.78521 3.49430 -0.1 0.0 0.1 -0.10
C 0.47879 0.94704 -3.09844 -0.1 0.1 0.0 -0.12
C 2.16165 -3.20974 3.59841 -0.1 0.0 0.2 -0.09
H 4.44885 -0.66939 -1.18645 -0.1 -0.1 0.0 0.09
H -0.50158 -3.42756 2.76438 0.0 0.0 0.0 0.05
C -3.06056 -0.97070 -2.77048 0.0 0.2 0.7 -0.33
H -0.83125 -1.70252 2.70241 0.1 0.0 0.0 0.04
H 3.88421 -2.33848 -1.21483 0.0 0.0 0.1 0.06
C 3.17210 0.35051 0.80567 0.1 0.0 -0.1 -0.11
H 1.91918 -4.23185 3.30138 -0.1 0.0 0.0 0.06
H 0.41283 -4.88768 1.70465 0.1 0.0 0.0 0.06
C 1.77290 3.36517 -2.30726 0.0 -0.1 0.1 -0.07
H 4.40586 -1.51972 2.42254 0.0 0.0 0.0 0.06
H -0.56286 3.20970 -4.25146 0.0 0.0 0.0 0.08
H 4.70682 -2.74781 1.18946 -0.1 0.1 0.0 0.06
C -3.45783 -0.63390 -4.05931 0.0 -0.1 -0.4 -0.50
H -1.76819 0.73570 2.69312 0.0 0.0 0.0 0.08
H -0.21654 0.14809 -3.36809 0.0 0.0 0.0 0.07
Pd -1.80357 0.85826 -0.75085 -0.9 0.6 -0.4 0.24
C -4.57615 1.72619 1.18338 0.1 -0.1 -0.1 -0.12
H 3.72348 -4.26755 -0.03120 0.0 0.0 0.0 0.06
```
Forces are in eV/Å.

Q: Which value of 2S+1 does entry 2 give?
A: 6

Q: Among the records above, which one has the lowest 2S+1?
A: C35H52BrN4PdSSi